Formula: C12H15N3OS2
Source: the OMol25 dataset
Level of theory: ωB97M-V with the def2-TZVPD basis set

Each line ends with the Mulliken charge.
Element x y z (Å)
C (2.028, 2.104, 1.222)  -1.2489
C (2.270, 0.612, 1.406)  -0.6649
C (2.361, -0.127, 0.055)  0.4630
C (3.739, 0.024, -0.593)  -0.4298
C (3.737, -0.458, -2.038)  -1.3216
C (2.070, -1.581, 0.312)  -0.2549
O (2.894, -2.445, 0.484)  -0.6291
N (0.728, -1.950, 0.398)  -0.0150
C (-0.412, -1.230, 0.237)  0.3901
N (-0.517, 0.035, 0.004)  0.3690
N (-1.759, 0.464, -0.109)  -1.0390
C (-2.663, -0.445, 0.036)  -0.1562
C (-4.064, -0.200, -0.042)  0.7127
C (-4.672, 1.008, -0.284)  -0.4130
C (-6.073, 0.914, -0.299)  -0.4607
C (-6.518, -0.353, -0.072)  -0.4148
S (-5.235, -1.464, 0.167)  -0.1187
S (-1.980, -2.047, 0.349)  -0.2606
H (1.987, 2.598, 2.189)  0.3770
H (1.083, 2.263, 0.710)  0.2862
H (2.822, 2.563, 0.639)  0.3166
H (1.445, 0.200, 1.990)  0.3531
H (3.193, 0.441, 1.964)  0.4193
H (1.589, 0.276, -0.604)  0.4976
H (4.463, -0.556, -0.018)  0.3289
H (4.036, 1.072, -0.561)  0.3363
H (3.011, 0.100, -2.628)  0.3200
H (4.719, -0.323, -2.485)  0.3990
H (3.483, -1.514, -2.085)  0.3098
H (0.601, -2.936, 0.597)  0.2693
H (-4.111, 1.910, -0.440)  0.4629
H (-6.726, 1.750, -0.472)  0.3849
H (-7.530, -0.704, -0.029)  0.4315

Computed properties:
DFT total energy   -40875.609 eV
E_HOMO   -8.427 eV
Energy above the lowest of the compared OMol25 structures with the same formula, charge and spin   4.81 kcal/mol
LUMO   -0.156 eV
Kohn-Sham gap   0.304 Eh
Max |F|   1.75 eV/Å


Formula: C15H35NO7S4Ti
Source: the OMol25 dataset
Level of theory: ωB97M-V with the def2-TZVPD basis set

Each line ends with the Mulliken charge.
Element x y z (Å)
Ti (-20.148, 5.641, -13.916)  0.5767
C (-16.352, 5.083, -17.930)  -0.4592
C (-15.600, 4.965, -16.581)  -0.3085
O (-16.580, 4.491, -15.723)  -0.2000
C (-17.788, 4.767, -16.222)  0.3933
O (-18.856, 4.543, -15.688)  -0.4360
O (-17.673, 5.248, -17.433)  -0.3095
H (-16.256, 4.247, -18.623)  0.2723
H (-16.076, 5.953, -18.526)  0.2942
H (-15.229, 5.953, -16.309)  0.2614
H (-14.715, 4.335, -16.665)  0.3578
C (-21.461, 7.135, -17.867)  -1.0530
C (-20.249, 7.944, -18.547)  -0.5528
C (-19.368, 8.860, -17.637)  -0.3800
C (-19.398, 8.277, -16.259)  -0.1138
N (-19.421, 7.790, -15.221)  -0.0506
H (-21.119, 6.356, -17.186)  0.1737
H (-22.185, 6.807, -18.612)  0.4591
H (-22.059, 7.828, -17.276)  0.2985
H (-20.637, 8.452, -19.429)  0.4073
H (-19.684, 7.113, -18.970)  0.2075
H (-19.911, 9.802, -17.558)  0.2928
H (-18.441, 9.015, -18.189)  0.2966
C (-16.395, 7.484, -13.468)  -0.7033
S (-16.998, 6.440, -12.113)  0.3802
O (-18.153, 5.804, -12.845)  -0.0007
C (-15.633, 5.207, -12.167)  -1.0052
H (-16.626, 7.057, -14.444)  -0.0980
H (-15.340, 7.754, -13.418)  0.4749
H (-16.941, 8.426, -13.428)  0.3216
H (-15.964, 4.178, -12.303)  0.2052
H (-15.197, 5.157, -11.169)  0.4542
H (-14.812, 5.426, -12.849)  0.3072
C (-24.975, 6.587, -13.975)  -1.0157
S (-23.499, 5.529, -14.465)  0.4532
O (-22.293, 6.456, -14.470)  -0.3919
C (-23.324, 4.550, -12.891)  -0.5154
H (-25.477, 7.316, -14.610)  0.3458
H (-24.716, 7.052, -13.024)  0.2538
H (-25.754, 5.879, -13.691)  0.4081
H (-23.378, 5.260, -12.066)  0.1642
H (-22.378, 4.016, -12.980)  -0.0798
H (-24.243, 4.006, -12.672)  0.5627
C (-21.482, 9.065, -12.627)  -0.5906
S (-21.455, 7.723, -11.317)  0.3419
O (-20.950, 6.381, -11.915)  -0.5144
C (-20.058, 8.223, -10.190)  -0.7157
H (-21.881, 10.055, -12.407)  0.4505
H (-21.949, 8.682, -13.534)  0.1028
H (-20.418, 9.252, -12.774)  0.1514
H (-20.472, 9.047, -9.610)  0.4111
H (-19.360, 8.411, -11.006)  0.0264
H (-19.741, 7.388, -9.566)  0.3424
C (-19.253, 1.035, -12.837)  -1.2289
S (-18.952, 2.833, -12.888)  0.6932
O (-20.213, 3.360, -13.607)  -0.5896
C (-19.070, 3.294, -11.107)  -0.7263
H (-20.233, 0.720, -12.478)  0.3462
H (-18.446, 0.690, -12.191)  0.4310
H (-19.127, 0.633, -13.843)  0.3706
H (-19.811, 2.661, -10.618)  0.4215
H (-19.316, 4.354, -11.054)  -0.0813
H (-18.150, 3.129, -10.547)  0.4088

Computed properties:
DFT total energy   -98390.808 eV
E_HOMO (alpha / beta)   -5.588 / -11.113 eV
Spin multiplicity   4
LUMO (alpha / beta)   -1.743 / -1.761 eV
Charge   +1
Kohn-Sham gap (alpha / beta)   0.141 / 0.344 Eh
<S²>   3.7525
Max |F|   2.68 eV/Å


Formula: CsF
Source: the OMol25 dataset
Level of theory: ωB97M-V with the def2-TZVPD basis set

Each line ends with the Mulliken charge.
Element x y z (Å)
Cs (0.639, -1.116, -0.478)  0.9232
F (-0.639, 1.116, 0.478)  -0.9232

Computed properties:
DFT total energy   -3265.263 eV
E_HOMO   -8.348 eV
Energy above the lowest of the compared OMol25 structures with the same formula, charge and spin   5.55 kcal/mol
LUMO   -0.621 eV
Kohn-Sham gap   0.284 Eh
Max |F|   1.28 eV/Å


Formula: C4H10ClISi
Source: the OMol25 dataset
Level of theory: ωB97M-V with the def2-TZVPD basis set

Each line ends with the Mulliken charge.
Element x y z (Å)
C (-0.019, -0.063, 1.965)  -1.1206
Si (-0.171, 0.215, 0.140)  0.5820
C (-1.267, -1.082, -0.703)  -1.1926
C (-0.549, 1.895, -0.685)  -1.1371
C (1.469, -0.383, -0.589)  -0.7416
Cl (1.652, -2.407, -0.086)  -0.2180
I (3.280, 0.552, 0.074)  0.0969
H (-0.486, 0.582, 2.706)  0.3641
H (-0.326, -1.086, 2.307)  0.3130
H (0.952, -0.207, 2.311)  0.3626
H (-2.209, -0.738, -1.053)  0.3999
H (-0.744, -1.328, -1.661)  0.3210
H (-1.301, -1.997, -0.201)  0.3829
H (-1.076, 2.646, -0.197)  0.4222
H (0.368, 2.159, -1.091)  0.3461
H (-1.171, 1.633, -1.547)  0.3007
H (1.598, -0.392, -1.691)  0.5185

Computed properties:
DFT total energy   -32810.592 eV
E_HOMO   -9.643 eV
Energy above the lowest of the compared OMol25 structures with the same formula, charge and spin   54.37 kcal/mol
LUMO   -0.103 eV
Kohn-Sham gap   0.351 Eh
Max |F|   3.05 eV/Å